[1]
A structure of composition C7H13IO3S, computed with ωB97M-V/def2-TZVPD.

Cartesian coordinates (Å):
I: 0.4863 -3.1246 -0.6934
S: 0.5104 -1.1664 1.7467
O: 2.0954 1.0146 -1.3996
O: 1.1233 0.0941 2.2081
O: -0.8869 -1.3722 1.6076
C: -0.4370 1.1338 -1.0176
C: 1.3153 -2.5141 2.7138
C: -1.4763 0.0174 -1.3540
C: 0.9816 0.7739 -1.0397
C: -0.8799 2.0495 -2.2436
C: -0.6470 1.9352 0.2715
C: 1.3144 -1.4662 0.2277
H: -1.2841 -0.7460 -0.5886
H: -1.2167 -0.4212 -2.2988
H: 0.7616 -3.4361 2.4311
H: 2.4124 -1.5808 0.3787
H: -1.0481 1.4017 -3.1933
H: -1.7495 2.6179 -2.0104
H: 2.3085 -2.3766 2.4958
H: -2.4865 0.3083 -1.1606
H: -0.3617 1.3523 1.2390
H: -0.1844 2.9806 0.0805
H: 1.1145 -2.4110 3.7613
H: -1.6655 2.0346 0.2658
H: -0.0999 2.9014 -2.4279

HOMO energy (alpha / beta), eV: -7.94 / -7.93
Energy, eV: -32543.3715
Relative energy (zero: lowest compared OMol25 entry of this formula, charge and spin), kJ/mol: 445.8
Net charge: 0
E_LUMO (alpha / beta), eV: -0.33 / -0.33

Mulliken atomic charge list, values in e, 5 entries: atom 1 (I): 0.068, atom 2 (S): 1.126, atom 3 (O): -0.378, atom 4 (O): -0.669, atom 5 (O): -0.576

[2]
An isolated molecule of C7H13N, computed with ωB97M-V/def2-TZVPD.

Cartesian coordinates (Å):
N: 0.6314 0.4784 0.3603
C: 0.0105 0.6075 -0.9825
C: -0.0337 -1.9405 0.1001
C: -0.9017 1.5635 -1.2368
C: 0.9268 1.5474 1.0812
C: 0.7983 -0.0334 -2.0965
C: -0.1552 -0.5826 0.7175
C: -0.7996 -0.5087 2.0671
H: -1.1912 1.7837 -2.2516
H: -0.8140 -2.0791 -0.6510
H: 1.8455 -0.1477 -1.8266
H: 0.9409 -2.1577 -0.3385
H: -1.4924 -1.3369 2.2084
H: -1.3436 0.4302 2.1925
H: -0.1934 -2.7328 0.8433
H: -1.3717 2.1242 -0.4433
H: -0.0564 -0.5793 2.8738
H: 0.7679 0.6040 -2.9816
H: 0.8760 1.5086 2.1538
H: 0.4063 -1.0151 -2.3598
H: 1.1492 2.4664 0.5701

HOMO energy (alpha / beta), eV: -6.29 / -6.28
Energy, eV: -8955.7817
Relative energy (zero: lowest compared OMol25 entry of this formula, charge and spin), kJ/mol: 400.5
Net charge: 0
E_LUMO (alpha / beta), eV: 0.94 / 0.96

Mulliken atomic charge list, values in e, 5 entries: atom 1 (N): 0.152, atom 2 (C): 0.889, atom 3 (C): -1.610, atom 4 (C): -1.219, atom 5 (C): -0.716

One value per record, in order, for max |F|: 5.217; 2.780 eV/A.